1.
The following is a quantum chemistry calculation of a 6-piece molecular cluster, C12H42ClN5O4 overall at a distorted geometry, from the Open Molecules 2025 dataset.

Last column: Löwdin charge in e.
Positions of all 64 atoms, in Å:
N 3.01419 0.98761 -0.64966  0.290
H 2.63075 0.11208 -0.26544  0.061
H 2.18980 1.64349 -0.78963  0.089
H 3.41274 0.79627 -1.56783  0.134
H 3.76610 1.39557 -0.09801  0.149
N 3.76108 -4.48760 2.91175  0.326
H 3.47509 -5.46699 2.90478  0.165
H 3.84889 -4.05226 3.82951  0.164
H 3.14235 -3.93158 2.28526  0.078
H 4.65732 -4.40068 2.41946  0.155
N 5.13651 -2.97535 -2.47422  0.330
H 4.37165 -2.94982 -1.78111  0.107
H 5.08653 -2.17848 -3.11528  0.160
H 4.95037 -3.78700 -3.07862  0.171
H 6.05711 -3.04112 -2.03841  0.163
Cl 2.21033 -2.45934 0.40296  0.679
O 3.25124 -1.54473 0.83800  -0.380
O 1.30129 -1.73942 -0.45935  -0.317
O 2.81919 -3.55519 -0.33441  -0.378
O 1.56263 -3.12492 1.52886  -0.333
C -2.19769 -2.62673 1.32166  -0.075
C -2.28498 -1.20418 0.82274  -0.268
N -3.63940 -0.85780 0.43984  -0.189
C -4.65281 -0.87308 1.49599  -0.237
C -4.35035 -0.08097 2.76798  -0.088
C -3.75307 0.34860 -0.37608  -0.258
C -3.23290 0.17956 -1.79514  -0.085
H -2.46337 -2.72863 2.37664  0.074
H -1.17427 -3.01405 1.30860  0.048
H -2.79452 -3.28761 0.69592  0.089
H -1.79099 -0.47260 1.48393  0.098
H -1.72108 -1.12080 -0.11413  0.096
H -5.58584 -0.54255 1.05291  0.113
H -4.70878 -1.90549 1.86168  0.108
H -3.93428 0.91380 2.54926  0.067
H -5.30166 0.01208 3.28807  0.078
H -3.52963 -0.45079 3.38762  0.063
H -3.18281 1.17658 0.07692  0.096
H -4.77767 0.70308 -0.46930  0.119
H -2.14287 0.20788 -1.85620  0.022
H -3.57562 0.96691 -2.46936  0.079
H -3.63743 -0.75580 -2.18908  0.088
C 0.15867 1.56486 -3.17608  -0.072
C 0.18459 2.86836 -2.36591  -0.211
N 0.69453 2.64691 -0.99411  -0.232
C -0.07715 1.73038 -0.15650  -0.256
C 0.43253 1.66837 1.28848  -0.068
C 0.90388 3.97593 -0.37103  -0.242
C -0.34562 4.63591 0.24079  -0.066
H -0.46972 0.73477 -2.86567  0.048
H 1.20263 1.25752 -3.29719  0.061
H -0.21917 1.82974 -4.16705  0.086
H 0.83263 3.58352 -2.85787  0.119
H -0.84755 3.21870 -2.25494  0.126
H 0.01987 0.70624 -0.53052  0.091
H -1.15190 1.94012 -0.15490  0.105
H -0.20194 0.97118 1.85089  0.071
H 0.28947 2.56857 1.88405  0.078
H 1.41714 1.21875 1.43161  0.063
H 1.65256 3.96632 0.42947  0.105
H 1.32611 4.68263 -1.08457  0.113
H -0.98913 3.93114 0.76348  0.063
H -0.06486 5.48743 0.85251  0.087
H -0.96074 4.98472 -0.59404  0.078

Summary:
Spin multiplicity: 1
Total charge: +2
Calculated total energy: -1516.4840 a.u.
Strongest force on any atom: 2.329 eV/Å
Kohn-Sham gap: 5.08 eV
HOMO energy: -11.5 eV
E_LUMO: -6.447 eV

=====

2.
The following is a quantum chemistry calculation of C5H9NO2 as an isolated structure at a distorted geometry, from the Open Molecules 2025 dataset.

Last column: Löwdin charge in e.
Positions of all 17 atoms, in Å:
C -1.23618 -1.30303 0.79913  -0.060
C -0.07651 0.77540 -0.81472  -0.207
C 1.10073 0.45372 -1.71661  -0.093
C 0.85009 -0.69355 1.15146  -0.447
C 0.22051 0.63887 0.71471  -0.320
O 0.06379 -1.72098 0.65831  0.002
N -0.98403 0.43829 1.45287  0.069
O 1.71628 -0.86184 1.93905  0.176
H -1.80454 0.88981 1.06121  0.080
H -1.83105 -1.43598 -0.10388  0.104
H -1.73733 -1.71958 1.66941  0.108
H 0.84283 1.45474 1.08625  0.154
H -0.92348 0.14952 -1.09955  0.092
H -0.39128 1.81272 -0.95841  0.113
H 1.44826 -0.56381 -1.54849  0.075
H 1.93029 1.13274 -1.52971  0.078
H 0.81163 0.55296 -2.76103  0.073

Summary:
Spin multiplicity: 1
Calculated total energy: -401.0873 a.u.
Strongest force on any atom: 3.789 eV/Å
Kohn-Sham gap: 10.64 eV
HOMO energy: -9.8 eV
E_LUMO: 0.875 eV

=====

3.
The following is a quantum chemistry calculation of a 8-piece molecular cluster, C27H43NO23 overall at a distorted geometry, from the Open Molecules 2025 dataset.

Last column: Löwdin charge in e.
Positions of all 94 atoms, in Å:
C 2.27977 -3.99278 0.99838  -0.071
O 2.90435 -2.75782 0.56931  -0.205
C 4.12009 -3.03275 -0.06086  -0.246
C 4.94958 -1.73537 -0.12703  -0.194
N 4.25740 -0.82468 -1.04635  -0.057
C 4.64277 0.61494 -0.96764  -0.185
C 3.82185 1.43320 -2.00190  -0.186
O 2.37764 1.23630 -1.75183  -0.194
C 1.71513 1.83459 -2.88998  -0.103
H 1.26012 -3.81213 1.33864  0.090
H 3.00581 -4.41618 1.69243  0.091
H 2.01728 -4.71549 0.22580  0.075
H 4.01667 -3.49392 -1.04307  0.120
H 4.59304 -3.75240 0.60736  0.111
H 5.93067 -2.01400 -0.51167  0.113
H 5.15126 -1.28482 0.84478  0.111
H 3.27508 -0.89287 -0.82165  0.077
H 5.65320 0.69102 -1.36931  0.112
H 4.66432 0.95444 0.06791  0.103
H 4.14628 1.03431 -2.96301  0.115
H 4.08213 2.48958 -1.93556  0.117
H 0.67812 1.52300 -3.01502  0.079
H 2.19361 1.77841 -3.86773  0.087
H 1.58882 2.88742 -2.63759  0.072
O -2.32918 -0.27734 -2.41267  0.151
C -1.73068 -0.07942 -1.39795  -0.545
O -0.58729 -0.70549 -1.12750  0.071
C -0.28641 -0.50766 0.21831  -0.132
C -1.23172 0.56155 0.73927  -0.125
O -2.04660 0.74503 -0.36982  0.079
H -0.28669 -1.44959 0.76683  0.137
H 0.69974 -0.05342 0.31457  0.112
H -0.62990 1.41723 1.04541  0.120
H -1.82345 0.11190 1.53662  0.136
O -1.62168 2.02204 4.53344  0.158
C -2.02472 2.85125 3.75144  -0.523
O -1.71019 4.19439 3.80264  0.064
C -2.44040 4.91589 2.84114  -0.131
C -3.01679 3.80747 2.02512  -0.181
O -2.86917 2.68464 2.76005  0.108
H -3.33731 5.42699 3.19104  0.134
H -1.77898 5.56327 2.26537  0.120
H -2.41624 3.75977 1.11674  0.114
H -3.99836 4.12082 1.66956  0.144
O -2.07407 -4.87439 -1.83329  0.163
C -1.05463 -4.42072 -2.26634  -0.505
O -0.87494 -4.19402 -3.61336  0.031
C 0.39859 -3.59947 -3.84578  -0.094
C 0.97435 -3.43353 -2.39862  -0.110
O -0.12530 -3.70205 -1.52506  0.016
H 1.04920 -4.17366 -4.50541  0.127
H 0.17726 -2.62267 -4.27587  0.123
H 1.42081 -2.47319 -2.14071  0.122
H 1.65356 -4.21551 -2.05907  0.113
O -6.29740 -2.26944 -6.97048  0.151
C -5.34472 -1.94232 -6.32584  -0.594
O -5.13283 -2.26495 -5.05238  0.070
C -3.89825 -1.86713 -4.57864  -0.124
C -3.20391 -1.41769 -5.91947  -0.083
O -4.30235 -1.27700 -6.83142  0.066
H -4.02530 -1.07048 -3.84563  0.109
H -3.37668 -2.71888 -4.14207  0.126
H -2.45249 -2.11029 -6.29866  0.126
H -2.81416 -0.44099 -5.63267  0.121
O 0.54160 -1.20523 3.85581  0.101
C 1.08502 -0.09190 3.74003  -0.520
O 1.46174 0.72287 4.80196  0.048
C 1.93534 1.94523 4.28957  -0.113
C 2.32274 1.54363 2.86773  -0.083
O 1.38492 0.49928 2.63373  0.051
H 1.03996 2.56418 4.34720  0.126
H 2.83748 2.27529 4.80465  0.137
H 3.33030 1.12914 2.90132  0.131
H 2.22124 2.18640 1.99329  0.122
O -3.29068 -6.10239 4.41278  0.144
C -2.91904 -4.94833 4.36691  -0.493
O -2.18122 -4.37575 5.35618  0.061
C -2.03603 -3.01372 5.20003  -0.156
C -2.92476 -2.71105 3.99427  -0.135
O -3.17321 -3.97024 3.43533  0.063
H -2.22722 -2.43408 6.10311  0.136
H -1.04496 -2.69373 4.87835  0.100
H -2.28350 -2.07524 3.38384  0.117
H -3.84492 -2.24884 4.35173  0.132
O 0.53045 3.99308 1.38169  0.157
C 0.33193 4.84119 0.54767  -0.521
O -0.78647 4.91499 -0.12356  0.037
C -0.95451 6.23853 -0.63501  -0.097
C 0.49287 6.52695 -1.02562  -0.120
O 1.14100 5.90704 0.07612  0.038
H -1.60710 6.19961 -1.50720  0.137
H -1.42031 6.92742 0.06965  0.134
H 0.70209 7.59599 -1.06394  0.136
H 0.77921 6.08661 -1.98071  0.132

Summary:
Spin multiplicity: 1
Calculated total energy: -2839.8108 a.u.
Strongest force on any atom: 4.488 eV/Å
Kohn-Sham gap: 9.21 eV
HOMO energy: -9.3 eV
SMILES string: COCCNCCOC.O=C1OCCO1.O=C1OCCO1.O=C1OCCO1.O=C1OCCO1.O=C1OCCO1.O=C1OCCO1.O=C1OCCO1
E_LUMO: -0.140 eV

=====

4.
The following is a quantum chemistry calculation of an isolated ion of composition C4H9N3 and charge +2 at a distorted geometry, from the Open Molecules 2025 dataset.

Last column: Löwdin charge in e.
Positions of all 16 atoms, in Å:
N 0.10110 -2.66951 0.18819  0.275
C -0.10022 -1.56961 0.86484  -0.007
N -0.08726 -0.31057 0.34127  -0.013
C -0.09158 0.82984 1.14899  0.063
N 0.03352 1.89858 0.45467  0.122
C 0.11038 1.69562 -0.92439  -0.096
C -0.15645 0.13454 -1.06243  -0.023
H 0.16444 -3.51766 0.80317  0.194
H 0.06390 -2.81661 -0.82622  0.175
H -0.11138 -1.57715 1.91484  0.161
H -0.24578 0.73705 2.24992  0.208
H 0.24423 2.83338 0.90498  0.246
H 0.96283 2.11293 -1.39338  0.133
H -0.68173 2.43764 -1.40861  0.203
H -1.06785 -0.00707 -1.76699  0.187
H 0.86185 -0.21143 -1.48886  0.172

Summary:
Spin multiplicity: 1
Total charge: +2
Calculated total energy: -321.3995 a.u.
Strongest force on any atom: 4.439 eV/Å
Kohn-Sham gap: 9.99 eV
HOMO energy: -19.5 eV
SMILES string: [NH2+]=C[N+]1=CNCC1
E_LUMO: -9.540 eV